# 1
Density functional theory data (wB97M-V/def2-TZVPD) for C61H51N5PPbS3 as an isolated structure.

* HOMO-LUMO gap: 6.751 eV
* LUMO energy: -2.4 eV
* molecular weight: 1188.49 u
* net charge: +1
* ΔE to the lowest compared entry with this formula, charge and spin: 1.7 kcal/mol

```
122
C61H51N5PPbS3 wB97M-V/def2-TZVPD
Pb 0.95 -1.11 1.69
N 1.11 0.70 0.13
S 1.24 2.09 -0.25
N -0.10 2.96 -0.67
S -1.36 3.03 0.22
N -1.91 1.82 1.01
S -2.26 0.28 0.47
N -1.34 -0.80 0.77
C -2.64 0.48 -1.27
C -1.58 0.22 -2.14
C -1.80 0.30 -3.50
C -3.07 0.62 -3.99
C -4.11 0.87 -3.11
C -3.90 0.80 -1.74
C -3.86 0.08 1.22
C -4.26 -1.23 1.41
C -5.50 -1.48 1.97
C -6.33 -0.43 2.34
C -5.91 0.88 2.15
C -4.67 1.15 1.59
C -1.17 4.24 1.50
C -1.62 3.99 2.79
C -1.41 4.96 3.76
C -0.76 6.14 3.43
C -0.32 6.38 2.13
C -0.53 5.42 1.15
C -2.55 3.74 -0.89
C -2.28 3.79 -2.25
C -3.25 4.31 -3.10
C -4.45 4.77 -2.58
C -4.69 4.73 -1.21
C -3.74 4.21 -0.35
C 2.15 2.37 -1.75
C 1.97 3.48 -2.56
C 2.74 3.60 -3.71
C 3.68 2.62 -4.03
C 3.84 1.51 -3.21
C 3.08 1.38 -2.06
C 2.00 3.15 0.98
C 1.65 2.88 2.29
C 2.16 3.67 3.31
C 3.03 4.71 3.00
C 3.40 4.96 1.69
C 2.88 4.18 0.66
H -0.62 -0.05 -1.73
H -0.99 0.09 -4.19
H -3.24 0.66 -5.05
H -5.10 1.10 -3.49
H -4.72 0.98 -1.05
H -3.59 -2.03 1.14
H -5.82 -2.50 2.13
H -7.29 -0.63 2.78
H -6.55 1.70 2.45
H -4.34 2.16 1.45
H -2.09 3.05 3.02
H -1.75 4.78 4.77
H -0.59 6.89 4.20
H 0.19 7.30 1.89
H -0.18 5.58 0.14
H -1.35 3.40 -2.64
H -3.07 4.35 -4.16
H -5.20 5.18 -3.24
H -5.62 5.10 -0.81
H -3.90 4.19 0.71
H 1.23 4.23 -2.31
H 2.61 4.45 -4.35
H 4.27 2.72 -4.92
H 4.56 0.74 -3.46
H 3.18 0.51 -1.41
H 0.99 2.05 2.51
H 1.89 3.47 4.33
H 3.44 5.32 3.79
H 4.09 5.75 1.46
H 3.17 4.36 -0.37
N -1.89 -3.04 -1.30
C -1.76 -4.41 -1.13
C -2.56 -5.28 -1.87
C -2.41 -6.65 -1.76
C -1.45 -7.19 -0.91
C -0.65 -6.34 -0.18
C -0.79 -4.95 -0.26
P 0.29 -3.80 0.64
C 0.95 -4.78 2.03
C 2.30 -4.79 2.35
C 2.75 -5.44 3.50
C 1.85 -6.08 4.33
C 0.50 -6.07 4.02
C 0.05 -5.42 2.89
C 1.75 -3.48 -0.39
C 2.45 -4.62 -1.01
C 3.17 -4.49 -2.13
C 3.22 -3.22 -2.84
C 2.46 -2.19 -2.47
C 1.66 -2.19 -1.23
H -2.74 -2.75 -1.76
H -1.62 -2.43 -0.53
H -3.31 -4.87 -2.53
H -3.04 -7.30 -2.35
H -1.32 -8.26 -0.83
H 0.10 -6.74 0.49
H 3.02 -4.28 1.72
H 3.81 -5.43 3.73
H 2.21 -6.59 5.22
H -0.21 -6.58 4.67
H -1.01 -5.42 2.65
H 2.32 -5.60 -0.56
H 3.67 -5.35 -2.56
H 3.80 -3.16 -3.75
H 2.38 -1.31 -3.10
H 0.71 -1.68 -1.30
C 2.34 -2.18 0.12
C 3.79 -1.91 0.33
C 4.18 -0.60 0.64
C 5.50 -0.28 0.92
C 6.48 -1.27 0.91
C 6.10 -2.58 0.64
C 4.78 -2.89 0.35
H 3.44 0.19 0.67
H 5.77 0.74 1.15
H 7.51 -1.03 1.13
H 6.85 -3.36 0.64
H 4.52 -3.92 0.14
```


# 2
Density functional theory data (wB97M-V/def2-TZVPD) for C61H53CdGeIN3O3Sb as an isolated structure.

* HOMO-LUMO gap: 3.858 eV
* LUMO energy: 3.6 eV
* molecular weight: 1309.80 u
* net charge: -2
* ΔE to the lowest compared entry with this formula, charge and spin: 49.2 kcal/mol

```
124
C61H53CdGeIN3O3Sb wB97M-V/def2-TZVPD
Cd 0.82 0.93 -1.76
C 0.61 5.37 -2.95
C 1.02 4.09 -2.28
N 1.08 2.96 -2.90
N 0.77 2.86 -4.19
C 1.16 1.66 -4.68
O 1.83 0.82 -4.06
C 0.76 1.37 -6.08
C 0.21 2.34 -6.92
C -0.18 2.01 -8.21
C -0.03 0.71 -8.67
C 0.55 -0.25 -7.86
C 0.94 0.08 -6.57
C 1.47 4.06 -0.90
C 1.55 5.21 -0.11
C 2.06 5.14 1.16
C 2.49 3.91 1.65
C 2.36 2.81 0.82
N 1.87 2.86 -0.41
H 0.22 5.12 -3.94
H -0.17 5.88 -2.38
H 1.46 6.04 -3.07
H 0.10 3.35 -6.54
H -0.62 2.76 -8.85
H -0.37 0.45 -9.67
H 0.69 -1.26 -8.23
H 1.39 -0.65 -5.92
H 1.22 6.16 -0.52
H 2.15 6.03 1.77
H 2.91 3.80 2.64
H 2.69 1.83 1.16
I 1.78 -4.93 -5.10
C 1.29 -4.16 -3.16
C 1.46 -2.84 -2.96
C 1.05 -2.17 -1.67
C 0.51 -3.18 -0.67
C 0.46 -4.53 -0.97
C 0.82 -5.07 -2.20
C 0.18 -2.75 0.71
O -0.08 -3.61 1.59
O 0.22 -1.48 0.97
H 1.86 -2.18 -3.73
H 1.92 -1.66 -1.21
H 0.11 -5.20 -0.19
H 0.76 -6.13 -2.41
C 0.02 -1.07 -2.14
Ge -1.92 -1.20 -1.67
C -2.54 0.26 -2.93
C -2.91 0.07 -4.26
C -3.39 1.11 -5.04
C -3.46 2.40 -4.52
C -3.01 2.63 -3.23
C -2.57 1.57 -2.45
C -3.06 -0.75 -0.08
C -4.10 0.16 -0.23
C -5.01 0.41 0.79
C -4.93 -0.29 1.98
C -3.92 -1.23 2.13
C -3.00 -1.46 1.12
C -2.83 -2.93 -2.17
C -2.68 -4.00 -1.29
C -3.20 -5.25 -1.59
C -3.92 -5.45 -2.77
C -4.13 -4.38 -3.62
C -3.59 -3.13 -3.32
H -0.04 -1.11 -3.24
H -2.82 -0.91 -4.71
H -3.69 0.92 -6.06
H -3.85 3.21 -5.12
H -3.02 3.63 -2.81
H -2.28 1.77 -1.42
H -4.23 0.69 -1.17
H -5.80 1.15 0.64
H -5.64 -0.10 2.78
H -3.85 -1.79 3.06
H -2.22 -2.19 1.30
H -2.14 -3.87 -0.36
H -3.04 -6.08 -0.91
H -4.31 -6.43 -3.01
H -4.72 -4.51 -4.52
H -3.77 -2.31 -4.00
C 2.30 -1.20 6.05
C 2.56 -2.18 4.93
C 3.11 -3.41 5.30
C 3.44 -4.37 4.36
C 3.24 -4.10 3.01
C 2.68 -2.89 2.64
C 2.31 -1.93 3.58
Sb 1.51 -0.12 2.64
C 3.00 1.07 3.94
C 4.28 0.72 3.53
C 5.43 1.30 4.04
C 5.32 2.30 5.00
C 4.06 2.68 5.42
C 2.90 2.09 4.91
C 1.58 2.56 5.45
C -0.26 0.18 3.87
C -0.61 -0.74 4.84
C -1.59 -0.46 5.78
C -2.26 0.76 5.73
C -1.99 1.64 4.69
C -1.01 1.36 3.75
C -0.76 2.32 2.61
H 1.74 -1.67 6.87
H 1.74 -0.34 5.70
H 3.25 -0.83 6.45
H 3.28 -3.61 6.35
H 3.86 -5.32 4.68
H 3.50 -4.84 2.26
H 2.52 -2.70 1.59
H 4.39 -0.06 2.77
H 6.41 0.97 3.70
H 6.21 2.77 5.40
H 3.96 3.48 6.15
H 1.70 3.05 6.42
H 0.88 1.74 5.57
H 1.12 3.28 4.77
H -0.10 -1.70 4.87
H -1.83 -1.18 6.56
H -2.99 1.01 6.49
H -2.54 2.58 4.63
H -1.47 3.15 2.64
H -0.88 1.80 1.66
H 0.25 2.72 2.64
```


# 3
Density functional theory data (wB97M-V/def2-TZVPD) for C61H57N3O3P2RuTe as an isolated structure.

* HOMO-LUMO gap (alpha / beta): 5.478 / 6.095 eV
* LUMO energy (alpha / beta): -9.7 / -9.1 eV
* molecular weight: 1170.76 u
* net charge: +3
* <S²>: 0.850
* multiplicity: 2

```
128
C61H57N3O3P2RuTe wB97M-V/def2-TZVPD
Ru -1.00 0.24 0.34
O -3.35 -0.10 1.38
C -4.25 -1.08 1.01
C -5.57 -1.15 1.47
C -6.38 -2.19 1.05
C -5.91 -3.15 0.16
C -4.63 -3.05 -0.34
C -3.79 -2.02 0.08
P -2.10 -1.88 -0.60
C -1.33 -3.46 -0.18
C -1.83 -4.30 0.81
C -1.14 -5.45 1.16
C 0.05 -5.76 0.53
C 0.56 -4.93 -0.46
C -0.13 -3.78 -0.81
C -2.42 -1.95 -2.39
C -2.73 -0.75 -3.03
C -3.10 -0.76 -4.36
C -3.15 -1.97 -5.05
C -2.81 -3.15 -4.42
C -2.44 -3.15 -3.09
C -3.73 0.98 2.15
C -4.30 0.87 3.42
C -4.67 2.02 4.09
C -4.49 3.27 3.51
C -3.87 3.38 2.28
C -3.46 2.24 1.61
P -2.53 2.29 0.04
C -0.84 2.82 0.56
C 0.18 2.70 -0.39
C 1.46 3.14 -0.11
C 1.73 3.72 1.12
C 0.73 3.83 2.08
C -0.55 3.38 1.81
C -3.28 3.75 -0.73
C -2.55 4.83 -1.22
C -3.23 5.93 -1.72
C -4.62 5.95 -1.75
C -5.34 4.85 -1.29
C -4.68 3.75 -0.80
H -5.96 -0.40 2.14
H -7.39 -2.24 1.42
H -6.55 -3.96 -0.14
H -4.26 -3.77 -1.05
H -2.77 -4.07 1.30
H -1.54 -6.10 1.92
H 0.60 -6.64 0.82
H 1.48 -5.18 -0.96
H 0.26 -3.12 -1.57
H -2.68 0.19 -2.47
H -3.36 0.16 -4.87
H -3.46 -1.98 -6.08
H -2.85 -4.09 -4.96
H -2.18 -4.07 -2.59
H -4.44 -0.10 3.87
H -5.11 1.94 5.07
H -4.82 4.15 4.03
H -3.71 4.35 1.84
H -0.06 2.30 -1.38
H 2.25 3.09 -0.86
H 2.73 4.09 1.34
H 0.95 4.29 3.03
H -1.32 3.48 2.56
H -1.47 4.82 -1.19
H -2.67 6.78 -2.09
H -5.14 6.81 -2.13
H -6.42 4.86 -1.32
H -5.23 2.89 -0.45
C 6.61 3.32 -4.83
C 5.75 2.58 -3.87
C 4.36 2.56 -3.98
C 3.56 1.89 -3.06
C 2.08 1.93 -3.23
C 4.18 1.21 -2.01
Te 3.35 0.30 -0.25
N 1.35 -0.10 -0.13
C 1.22 -0.86 0.97
O 0.25 -1.63 1.11
C 2.22 -0.81 2.06
C 2.49 0.41 2.69
C 3.41 0.47 3.71
C 4.08 -0.69 4.10
C 3.78 -1.90 3.51
C 2.84 -1.98 2.50
C 3.80 -1.72 -0.80
C 4.68 -2.41 0.03
C 5.01 -3.72 -0.26
C 4.42 -4.36 -1.34
C 3.54 -3.67 -2.15
C 3.22 -2.33 -1.91
C 2.32 -1.58 -2.84
C 5.59 1.20 -1.88
C 6.28 0.44 -0.79
C 6.34 1.88 -2.82
H 6.02 3.85 -5.58
H 7.29 2.64 -5.33
H 7.23 4.04 -4.30
H 3.88 3.07 -4.79
H 1.81 1.57 -4.23
H 1.72 2.96 -3.17
H 1.58 1.31 -2.49
H 1.93 1.29 2.38
H 3.61 1.40 4.21
H 4.83 -0.64 4.88
H 4.30 -2.80 3.83
H 2.59 -2.92 2.03
H 5.14 -1.91 0.88
H 5.73 -4.23 0.36
H 4.67 -5.39 -1.55
H 3.10 -4.16 -3.00
H 1.72 -2.26 -3.43
H 2.93 -0.99 -3.53
H 1.67 -0.92 -2.28
H 5.94 0.76 0.21
H 7.35 0.61 -0.83
H 6.10 -0.63 -0.91
H 7.42 1.87 -2.73
C -1.50 -0.60 6.09
N -1.27 0.17 4.88
C -1.16 -0.32 3.64
N -1.43 -1.62 3.43
O -0.87 0.46 2.70
H -1.50 0.08 6.94
H -0.72 -1.34 6.24
H -2.48 -1.10 6.06
H -1.03 1.15 4.99
H -1.55 -2.26 4.19
H -1.17 -2.00 2.52
```